Computed, not measured: C30H42BCl2F12InN3O10 as an isolated structure at a distorted geometry, with wB97M-V/def2-TZVPD.

Each line ends with the Mulliken charge.
Atoms and positions in Å:
C: -0.680 -0.458 0.013  -1.779
C: -0.077 -0.014 -1.289  1.096
Cl: -0.911 -0.643 -2.700  -0.258
C: 0.982 0.767 -1.474  -0.539
Cl: 1.788 1.313 0.029  -0.231
In: 1.919 1.530 -3.384  1.062
C: 0.738 1.160 -5.242  -1.145
C: -0.652 1.820 -5.315  -0.787
C: -0.739 3.225 -4.699  -0.820
C: -1.169 3.155 -3.241  0.386
N: -1.733 4.470 -2.771  -0.483
C: -2.446 4.249 -1.524  0.435
N: -3.578 4.785 -1.337  -0.685
N: -1.902 3.440 -0.504  -0.533
B: 2.494 3.718 -3.004  0.463
O: 3.203 4.493 -3.901  -0.750
O: 2.193 4.374 -1.817  -0.789
C: 3.848 0.411 -3.653  0.073
C: 4.969 0.872 -2.950  -0.241
C: 6.227 0.277 -3.071  -0.692
C: 6.355 -0.813 -3.927  -0.422
C: 5.253 -1.309 -4.610  -0.299
C: 4.000 -0.706 -4.482  -0.486
H: -0.468 0.255 0.803  0.436
H: -1.765 -0.524 -0.059  0.375
H: -0.276 -1.440 0.251  0.405
H: 0.587 0.080 -5.337  0.344
H: 1.356 1.434 -6.101  0.455
H: -0.908 1.934 -6.377  0.375
H: -1.442 1.195 -4.901  0.371
H: 0.161 3.821 -4.852  0.169
H: -1.546 3.758 -5.212  0.404
H: -0.354 2.879 -2.576  -0.531
H: -1.995 2.446 -3.191  0.329
H: -0.902 4.992 -2.478  0.318
H: -3.769 5.324 -2.181  0.281
H: -0.892 3.413 -0.517  0.296
H: -2.285 2.505 -0.513  0.232
H: 3.075 4.178 -4.797  0.320
H: 1.633 3.766 -1.325  0.265
H: 4.865 1.724 -2.284  0.202
H: 7.086 0.667 -2.540  0.377
H: 7.333 -1.265 -4.051  0.358
H: 5.342 -2.152 -5.285  0.356
H: 3.136 -1.087 -5.013  0.303
C: -5.156 7.506 0.019  -1.036
C: -5.309 9.004 0.169  -0.241
O: -5.623 9.636 -1.090  -0.303
C: -6.882 9.562 -1.483  0.338
O: -7.784 9.034 -0.902  -0.514
C: -7.053 10.315 -2.814  0.907
F: -6.094 9.995 -3.688  -0.243
F: -6.996 11.641 -2.610  -0.259
F: -8.228 10.038 -3.373  -0.242
H: -4.417 7.269 -0.743  0.235
H: -4.845 7.056 0.960  0.408
H: -6.094 7.044 -0.288  0.309
H: -4.367 9.444 0.492  0.316
H: -6.062 9.263 0.913  0.323
C: -3.742 -2.643 5.121  -1.210
C: -2.281 -2.363 5.404  0.265
O: -1.427 -3.236 4.642  -0.254
C: -1.247 -2.910 3.369  0.267
O: -1.721 -1.971 2.804  -0.498
C: -0.281 -3.911 2.713  0.959
F: -0.611 -5.176 3.015  -0.259
F: 0.970 -3.702 3.143  -0.263
F: -0.290 -3.792 1.391  -0.219
H: -3.972 -3.693 5.300  0.294
H: -4.376 -2.028 5.759  0.377
H: -3.987 -2.428 4.081  0.405
H: -2.042 -2.559 6.450  -0.143
H: -2.033 -1.321 5.204  0.346
C: 6.394 -6.913 -1.838  -1.102
C: 5.021 -6.724 -2.447  -0.239
O: 5.077 -5.882 -3.611  -0.262
C: 5.483 -6.452 -4.733  0.300
O: 5.806 -7.595 -4.877  -0.534
C: 5.441 -5.421 -5.871  0.962
F: 5.995 -4.265 -5.499  -0.239
F: 4.177 -5.173 -6.238  -0.265
F: 6.089 -5.858 -6.952  -0.259
H: 6.849 -5.946 -1.620  0.301
H: 6.323 -7.488 -0.915  0.377
H: 7.059 -7.440 -2.522  0.316
H: 4.368 -6.211 -1.745  0.322
H: 4.555 -7.677 -2.695  0.315
C: -0.071 -6.824 11.063  -1.118
C: -0.281 -5.339 11.261  -0.209
O: -0.633 -4.689 10.025  -0.300
C: -1.895 -4.810 9.641  -0.003
O: -2.761 -5.398 10.217  -0.527
C: -2.113 -4.031 8.332  1.231
F: -1.144 -4.292 7.453  -0.253
F: -2.115 -2.711 8.589  -0.280
F: -3.278 -4.348 7.780  -0.249
H: 0.672 -7.003 10.285  0.306
H: 0.268 -7.285 11.990  0.374
H: -0.994 -7.314 10.752  0.321
H: 0.644 -4.869 11.587  0.313
H: -1.038 -5.135 12.018  0.328

Computed properties:
E_tot   -4418.92978 Eh
Highest occupied orbital energy   -4.92 eV
Strongest force on any atom   1.51 eV/A
Charge   -1
LUMO level   1.57 eV

---

Computed, not measured: C26H20CrF5N6PS as an isolated structure, with wB97M-V/def2-TZVPD.

Each line ends with the Mulliken spin population.
Atoms and positions in Å:
Cr: -0.306 -0.192 0.187  3.286
N: 1.282 -1.541 0.010  -0.096
C: 2.541 -1.030 -0.541  -0.003
C: 3.678 -1.820 -0.471  -0.005
C: 4.855 -1.371 -1.047  0.000
C: 4.893 -0.149 -1.709  0.000
C: 3.756 0.635 -1.773  0.004
C: 2.574 0.211 -1.164  0.026
P: 1.062 1.188 -1.201  -0.143
C: 1.336 2.796 -0.433  -0.016
C: 0.229 3.634 -0.276  0.011
C: 0.360 4.851 0.370  0.000
C: 1.595 5.233 0.879  -0.004
C: 2.692 4.397 0.744  0.003
C: 2.566 3.178 0.092  -0.002
C: 0.680 1.430 -2.948  0.002
C: 0.684 0.308 -3.782  -0.009
C: 0.379 0.439 -5.123  0.003
C: 0.061 1.688 -5.645  -0.007
C: 0.073 2.804 -4.827  0.003
C: 0.385 2.681 -3.479  -0.009
H: 0.949 -2.301 -0.584  0.012
H: 1.483 -1.939 0.927  -0.002
H: 3.642 -2.781 0.026  0.001
H: 5.743 -1.985 -0.994  0.000
H: 5.809 0.188 -2.173  0.000
H: 3.780 1.582 -2.298  0.000
H: -0.739 3.342 -0.670  -0.003
H: -0.497 5.500 0.480  0.000
H: 1.699 6.182 1.387  0.000
H: 3.650 4.687 1.152  0.000
H: 3.423 2.524 0.017  -0.001
H: 0.931 -0.672 -3.388  0.001
H: 0.371 -0.432 -5.762  0.000
H: -0.204 1.783 -6.688  0.000
H: -0.161 3.778 -5.234  0.000
H: 0.406 3.565 -2.857  -0.001
F: 0.336 -3.127 6.375  -0.001
C: 0.427 -2.252 5.387  -0.009
C: -0.584 -1.326 5.177  -0.001
F: -1.650 -1.317 5.969  0.000
C: -0.476 -0.427 4.132  0.001
F: -1.499 0.440 3.961  0.002
C: 0.609 -0.401 3.266  -0.003
S: 0.773 0.849 2.011  -0.036
C: 1.600 -1.343 3.509  -0.007
F: 2.680 -1.404 2.712  0.002
C: 1.527 -2.260 4.544  0.003
F: 2.497 -3.146 4.726  0.000
N: -2.093 -0.599 1.307  -0.008
N: -2.056 0.737 0.766  -0.047
H: -2.711 -1.171 0.739  0.007
H: -2.366 -0.602 2.285  0.001
H: -1.875 1.393 1.525  0.003
H: -2.891 0.977 0.239  0.006
N: -1.251 -1.037 -1.324  -0.056
C: -1.774 -1.173 -2.379  0.052
N: -2.352 -1.464 -3.433  0.033
C: -2.690 -0.745 -4.485  -0.008
N: -3.023 -0.163 -5.422  0.014

Computed properties:
E_tot   -3614.46338 Eh
Highest occupied orbital energy (spin up / spin down)   -11.63 / -11.71 eV
ΔE to the lowest compared entry with this formula, charge and spin   0.0 kJ/mol
Strongest force on any atom   0.44 eV/A
Multiplicity   4
Charge   +1
LUMO level (spin up / spin down)   -3.64 / -3.24 eV
⟨S²⟩   3.810

---

Computed, not measured: C5H7N as an isolated structure at a distorted geometry, with wB97M-V/def2-TZVPD.

Each line ends with the Mulliken charge.
Atoms and positions in Å:
N: 2.699 -0.472 1.401  -0.416
C: 2.027 -0.185 0.506  0.201
C: 1.136 0.198 -0.586  -0.535
C: -0.232 0.483 0.027  0.454
C: -0.839 -0.628 0.987  -0.778
C: -1.413 0.226 -0.777  -0.827
H: 1.063 -0.626 -1.306  0.261
H: 1.579 1.048 -1.124  0.306
H: -0.283 1.449 0.533  0.311
H: -1.306 -0.375 1.967  0.231
H: -0.895 -1.731 0.926  0.266
H: -1.290 -0.321 -1.728  0.269
H: -2.244 0.934 -0.825  0.256

Computed properties:
E_tot   -249.35429 Eh
Highest occupied orbital energy   -8.88 eV
ΔE to the lowest compared entry with this formula, charge and spin   312.3 kJ/mol
Strongest force on any atom   2.76 eV/A
Charge   0
LUMO level   0.74 eV

---

Computed, not measured: a 2-piece molecular cluster, C5H9NO overall at a distorted geometry, with wB97M-V/def2-TZVPD.

Each line ends with the Mulliken charge.
Atoms and positions in Å:
C: 0.286 -2.229 -0.029  -0.403
C: -1.846 0.592 0.609  0.157
C: 1.169 1.174 0.950  -1.059
C: 0.010 0.264 -1.357  -1.735
C: 0.387 0.159 0.087  0.763
N: 0.557 -1.140 0.576  -0.477
O: -2.540 0.369 -0.304  -0.379
H: 0.636 -3.076 0.465  0.312
H: -0.387 -2.260 -0.895  0.233
H: -2.012 0.783 1.750  0.265
H: 1.034 1.032 2.040  0.291
H: 0.611 2.076 0.663  0.320
H: 2.233 1.330 0.525  0.294
H: 0.780 -0.208 -1.949  0.481
H: -0.941 -0.121 -1.585  0.454
H: 0.022 1.254 -1.547  0.482

Computed properties:
E_tot   -325.75225 Eh
Highest occupied orbital energy (spin up / spin down)   -7.54 / -7.54 eV
ΔE to the lowest compared entry with this formula, charge and spin   486.5 kJ/mol
Strongest force on any atom   3.79 eV/A
Charge   0
LUMO level (spin up / spin down)   0.10 / 0.10 eV

---

Computed, not measured: an isolated ion of composition C2H4BrN2 and charge +1 at a distorted geometry, with wB97M-V/def2-TZVPD.

Each line ends with the Mulliken charge.
Atoms and positions in Å:
N: 1.607 0.652 0.272  -0.317
C: 0.654 0.199 -0.491  0.210
N: -0.371 -0.326 0.009  -0.344
C: -1.801 -0.795 0.070  0.025
Br: -3.105 0.276 -0.286  0.208
H: 2.467 0.999 0.003  0.225
H: 1.471 0.480 1.307  0.261
H: 0.827 0.193 -1.572  0.354
H: -1.748 -1.680 0.688  0.376

Computed properties:
E_tot   -2761.78345 Eh
Highest occupied orbital energy   -15.08 eV
ΔE to the lowest compared entry with this formula, charge and spin   142.5 kJ/mol
SMILES   [NH2+]=C/N=C\Br
Strongest force on any atom   10.12 eV/A
Charge   +1
LUMO level   -6.05 eV

---

Computed, not measured: C27H38N2O6PmS3 as an isolated structure at a distorted geometry, with wB97M-V/def2-TZVPD.

Each line ends with the Mulliken spin population.
Atoms and positions in Å:
Pm: -15.132 -8.249 10.340  4.017
C: -15.667 -10.929 11.430  0.005
C: -16.546 -10.765 10.328  -0.003
C: -17.541 -9.796 10.693  -0.014
C: -17.166 -9.344 12.007  -0.007
C: -16.038 -10.041 12.449  0.012
C: -15.472 -10.038 13.833  -0.006
C: -15.743 -11.411 14.524  0.000
C: -16.235 -9.037 14.726  0.001
C: -13.923 -9.846 13.879  0.002
C: -18.914 -9.325 10.190  0.002
C: -19.011 -8.933 8.698  0.001
C: -19.864 -10.519 10.430  0.000
C: -19.416 -8.085 11.020  -0.001
C: -16.397 -11.735 9.137  -0.008
C: -16.796 -11.055 7.788  0.001
C: -14.949 -12.210 8.965  0.001
C: -17.104 -13.072 9.500  -0.001
H: -14.840 -11.648 11.476  0.003
H: -17.648 -8.550 12.469  0.001
H: -16.821 -11.472 14.574  0.000
H: -15.354 -11.399 15.527  0.000
H: -15.328 -12.247 13.967  0.000
H: -17.294 -9.369 14.849  0.000
H: -16.151 -7.960 14.414  0.000
H: -15.684 -9.030 15.692  0.000
H: -13.376 -10.859 13.787  0.000
H: -13.632 -9.446 14.892  0.000
H: -13.561 -9.169 13.105  -0.001
H: -19.170 -9.815 8.055  0.000
H: -18.182 -8.297 8.304  0.000
H: -19.917 -8.275 8.553  0.000
H: -19.580 -11.375 9.731  0.000
H: -20.846 -10.210 10.115  0.000
H: -19.854 -10.909 11.471  0.000
H: -18.681 -7.270 10.881  0.001
H: -19.564 -8.323 12.063  0.000
H: -20.383 -7.749 10.623  0.000
H: -16.560 -9.996 7.782  -0.001
H: -17.902 -11.276 7.581  0.000
H: -16.244 -11.485 6.953  0.000
H: -14.216 -11.404 8.939  0.000
H: -14.886 -12.875 8.055  0.000
H: -14.648 -12.888 9.757  0.000
H: -18.193 -12.897 9.657  0.000
H: -16.695 -13.540 10.448  0.000
H: -16.974 -13.792 8.647  0.000
O: -12.816 -10.220 6.671  0.000
C: -11.506 -10.125 6.910  0.000
C: -10.524 -10.688 6.068  0.000
C: -9.162 -10.812 6.389  0.000
C: -8.757 -10.220 7.603  0.000
C: -9.678 -9.575 8.447  0.000
C: -11.039 -9.546 8.097  0.001
C: -12.045 -8.954 8.989  0.000
O: -13.317 -9.258 8.776  -0.001
N: -11.598 -8.291 10.108  -0.003
N: -12.623 -7.972 10.894  0.000
C: -12.630 -6.890 11.658  0.007
S: -14.101 -6.522 12.601  -0.001
C: -14.053 -4.722 12.256  0.000
C: -12.558 -4.295 12.150  0.000
S: -11.397 -5.646 11.742  0.001
H: -13.274 -9.759 7.530  0.000
H: -10.885 -10.982 5.059  0.000
H: -8.378 -11.222 5.717  0.000
H: -7.679 -10.106 7.729  0.000
H: -9.288 -9.057 9.293  0.000
H: -14.478 -4.193 13.131  0.000
H: -14.622 -4.559 11.294  0.000
H: -12.243 -3.836 13.072  0.000
H: -12.420 -3.603 11.341  0.000
O: -16.362 -5.514 7.645  0.000
S: -15.856 -6.343 8.693  -0.003
O: -14.459 -5.992 9.309  0.001
O: -15.703 -7.776 8.249  -0.004
O: -16.766 -6.582 10.003  -0.002

Computed properties:
E_tot   -3415.69829 Eh
Highest occupied orbital energy (spin up / spin down)   -5.14 / -5.14 eV
Strongest force on any atom   3.90 eV/A
Multiplicity   5
Charge   -1
LUMO level (spin up / spin down)   2.05 / 2.05 eV
⟨S²⟩   6.005